Computed, not measured: a single C6H7NO molecule, with the ωB97M-V functional and the def2-TZVPD basis.

Values from the calculation:
structure (SMILES): C=C(N=C=O)C1CC1
orbital gap: 10.28 eV
HOMO energy: -0.3464 hartree
relative energy (zero: lowest compared OMol25 entry of this formula, charge and spin): 2.054 eV
calculated total energy: -9870.6036 eV

Structure (XYZ):
```
15
C6H7NO, DFT the ωB97M-V functional and the def2-TZVPD basis
C 2.78720 0.15881 0.00731
C -0.13288 -1.97655 -0.14925
C 0.54137 -0.90649 0.19377
C -0.78713 1.35387 -0.55761
C -1.65558 0.58541 0.43228
C -0.17456 0.38077 0.44292
N 2.01316 -0.75370 0.05163
O 3.65788 0.91592 -0.05252
H 0.39611 -2.94006 -0.42221
H -1.26925 -2.05332 -0.03637
H -0.81430 0.97709 -1.66042
H -0.59845 2.34639 -0.56273
H -2.19663 1.17595 1.16800
H -2.23540 -0.10239 0.03156
H 0.46847 0.83830 1.11364
```

Computed, not measured: 2 unconnected molecules or ions with the total composition C28H28N6O4, with the ωB97M-V functional and the def2-TZVPD basis.

Values from the calculation:
structure (SMILES): Cc1cc2n[nH]c(=O)n2c2cc(-c3ccncc3)ccc12.CNC(=O)[C@H](Cc1ccc(O)cc1)NC(C)=O
orbital gap: 7.71 eV
HOMO energy: -0.2945 hartree
relative energy (zero: lowest compared OMol25 entry of this formula, charge and spin): 0.000 eV
calculated total energy: -46623.6724 eV

Structure (XYZ):
```
66
C28H28N6O4, DFT the ωB97M-V functional and the def2-TZVPD basis
O 0.94578 0.27484 -0.57260
O 4.00456 2.13512 -0.40306
O 1.01700 4.78168 1.30212
N 3.43156 -1.18953 -2.45139
N -5.70283 -1.34941 0.86955
O -3.39772 0.21550 3.66556
C 1.62217 -0.47619 -1.27006
C 4.25525 2.99405 0.43904
C 1.05584 3.58354 1.01973
C 2.41659 -1.99824 -2.65760
C 2.37589 -3.16530 -3.52784
C 1.20115 -3.88426 -3.66023
C -5.58635 -2.61876 0.45394
C -4.72423 -0.48905 0.55438
C -1.11601 -0.02976 2.99742
C -1.88242 2.05021 4.02440
C -1.22197 -4.14364 -3.01291
C -4.49562 -3.06839 -0.29430
C -3.61055 -0.86649 -0.19669
C -2.34729 -3.73257 -2.29352
C -1.06928 -1.94877 -1.31801
C 0.18002 0.50618 2.88001
C -0.58477 2.58579 3.89981
C -2.14854 0.73974 3.56968
C -0.00358 -3.45342 -2.90260
C -3.46678 -2.18732 -0.64570
C -2.28978 -2.62818 -1.42919
C 0.06676 -2.32769 -2.04637
C 0.44857 1.81345 3.33147
N 2.94487 -0.27332 -1.55948
N 1.28325 -1.62867 -1.94478
N 0.16984 3.00321 0.20195
N 3.47053 3.25476 1.48466
C 5.51287 3.82173 0.32206
C 1.17309 -5.08745 -4.57135
C -0.93399 3.69986 -0.45325
C 1.83023 2.40853 3.12384
C 2.13179 2.68054 1.64428
H -4.00367 0.79288 4.13044
H 3.27326 -3.44965 -4.06759
H -6.36859 -3.32524 0.71409
H -4.80690 0.54050 0.88848
H -1.33458 -1.02664 2.64507
H -2.67378 2.64796 4.44920
H -1.31545 -5.00583 -3.66490
H -4.46421 -4.11497 -0.57064
H -2.87825 -0.10061 -0.42092
H -3.27363 -4.28022 -2.42891
H -0.99798 -1.11643 -0.63178
H 0.96363 -0.08136 2.42038
H -0.38658 3.60079 4.21790
H 3.41165 0.60388 -1.30768
H 0.29040 2.01221 0.01229
H 3.72603 4.01167 2.09729
H 5.24270 4.87368 0.24789
H 6.05492 3.52130 -0.57356
H 6.13559 3.65944 1.19932
H 0.43138 -4.94400 -5.36286
H 2.14672 -5.24980 -5.04366
H 0.91630 -5.98568 -4.00211
H -1.43753 3.02752 -1.14922
H -1.64638 4.04520 0.29785
H -0.55240 4.56451 -1.00004
H 2.57522 1.71455 3.51602
H 1.91222 3.34134 3.68427
H 2.10402 1.72066 1.13044
```

Computed, not measured: 2 unconnected molecules or ions with the total composition C9H14, with the ωB97M-V functional and the def2-TZVPD basis.

Values from the calculation:
structure (SMILES): Cc1ccccc1.CC
orbital gap: 10.07 eV
HOMO energy: -0.3322 hartree
relative energy (zero: lowest compared OMol25 entry of this formula, charge and spin): 0.331 eV
calculated total energy: -9559.8507 eV

Structure (XYZ):
```
23
C9H14, DFT the ωB97M-V functional and the def2-TZVPD basis
C 1.73349 2.74706 -1.15499
C -0.17544 0.10004 0.81571
C 0.64324 -0.10197 1.91561
C 0.18734 1.02447 -0.15585
C 1.38772 1.72825 -0.09062
C 1.81443 0.63295 2.02423
C 2.18840 1.52632 1.03450
H -1.14123 -0.36917 0.71685
H 0.36917 -0.82448 2.66987
H -0.44448 1.17507 -1.02100
H 2.48041 0.52262 2.86667
H 2.80426 2.82480 -1.34091
H 1.23704 3.67304 -0.88891
H 3.13677 2.05734 1.11530
H 1.29797 2.43317 -2.10164
C -2.72098 -1.95129 -1.12150
C -1.65189 -2.81336 -0.41284
H -3.34990 -1.36941 -0.45614
H -2.27874 -1.38132 -1.93837
H -3.40487 -2.61258 -1.67352
H -1.73617 -2.73854 0.67132
H -0.66453 -2.44951 -0.68057
H -1.71202 -3.83349 -0.79321
```

The lowest calculated total energy belongs to which entry?
C28H28N6O4

Which of these has the lowest orbital gap?
C28H28N6O4